A 2-piece molecular cluster, C3H10N2O3 overall. Source: the OMol25 dataset; level of theory: wB97M-V/def2-TZVPD.

Calculated values
max |F|: 1.1 eV/A
total energy: -12396.0565 eV
energy above the lowest of the compared OMol25 structures with the same formula, charge and spin: 65.5 kJ/mol

CARTESIAN COORDINATES (ANGSTROEM)
C (-1.37718, -2.70087, -1.39837)
N (-0.63339, -1.53179, -1.01583)
C (-1.11809, -0.92194, 0.21362)
O (-0.41404, 0.25613, 0.50182)
H (-1.28605, -3.45844, -0.61584)
H (-0.93493, -3.13073, -2.29928)
H (-2.45225, -2.56652, -1.59827)
H (-0.64170, -0.79451, -1.70981)
H (-2.17736, -0.65575, 0.13609)
H (-0.98337, -1.63577, 1.03380)
H (0.52334, 0.02546, 0.55518)
N (1.87499, 2.97253, 0.16355)
C (1.94177, 1.92929, 1.08393)
O (1.42591, 2.20194, 2.29343)
O (2.49593, 0.89560, 0.85361)
H (1.13404, 3.62482, 0.34407)
H (1.90632, 2.64135, -0.78748)
H (0.71605, 2.84919, 2.24578)


C33H46IrP2Si as an isolated structure. Source: the OMol25 dataset; level of theory: wB97M-V/def2-TZVPD.

Calculated values
net charge: +2
max |F|: 5.2 eV/A
2S+1: 6
total energy: -64236.7545 eV

CARTESIAN COORDINATES (ANGSTROEM)
P (0.20856, -2.26185, -1.50407)
P (0.33146, 3.46140, -0.77522)
C (-0.01041, 1.48219, -2.78180)
C (0.97952, 2.40650, -2.14412)
H (-1.02777, 1.89692, -2.83176)
H (0.73698, 0.88215, -3.53061)
H (1.82250, 1.84300, -1.72015)
H (1.38724, 3.09939, -2.90811)
C (-1.19905, 4.22522, -1.34292)
H (-1.38351, 5.11082, -0.72436)
H (-2.04268, 3.54021, -1.23326)
H (-1.12362, 4.53017, -2.39232)
C (1.46181, 4.90550, -0.70260)
H (1.76998, 5.21005, -1.71441)
H (2.36267, 4.67407, -0.12534)
H (0.95970, 5.75368, -0.22175)
C (-0.56261, -3.80809, -2.08304)
H (-0.51675, -4.53002, -1.26662)
H (0.00362, -4.12752, -2.96046)
H (-1.59686, -3.57536, -2.35658)
C (1.96153, -2.66130, -1.89242)
H (2.63828, -2.05587, -1.27448)
H (2.12807, -2.43573, -2.95553)
H (2.09773, -3.73429, -1.70210)
Ir (-0.38815, -0.06691, -4.25350)
C (0.15857, 0.90478, -5.87479)
C (-1.28373, 1.03120, -5.66635)
C (-2.24610, 0.19353, -6.47024)
C (-1.80099, -1.30587, -6.50278)
C (-1.06125, -1.67070, -5.25204)
C (0.39458, -1.69812, -5.06072)
C (1.29115, -1.35440, -6.21840)
C (0.81052, -0.03844, -6.85621)
C (0.15681, -2.40429, 0.31413)
H (0.73327, 1.81821, -5.66505)
H (-1.61227, 2.05525, -5.46652)
H (-2.40024, 0.60566, -7.47853)
H (-3.21704, 0.23222, -5.94977)
H (-2.74503, -1.87502, -6.47526)
H (-1.27542, -1.58027, -7.41984)
H (-1.57624, -2.49277, -4.72829)
H (0.73814, -2.51791, -4.42069)
H (1.28223, -2.14187, -6.97771)
H (2.34172, -1.23218, -5.91329)
H (1.67695, 0.54079, -7.20830)
H (0.14143, -0.23078, -7.70102)
H (1.11259, -2.02494, 0.70527)
H (-0.04485, -3.44434, 0.60626)
H (-0.66675, -1.73921, 0.62093)
C (-1.49063, 6.13491, 2.45580)
C (-0.12204, 5.83708, 2.48687)
C (0.32387, 4.51575, 2.36792)
C (-0.61193, 3.50672, 2.06824)
C (-1.98910, 3.76872, 2.18388)
C (-2.41806, 5.09107, 2.34176)
Si (-0.06408, 2.02069, 1.06989)
C (1.58911, 1.43822, 1.69374)
C (2.47654, 0.71302, 0.87481)
C (3.70329, 0.27638, 1.39433)
C (4.04885, 0.53999, 2.72550)
C (3.15203, 1.22973, 3.54608)
C (1.92344, 1.67375, 3.03866)
C (-1.28805, 0.67318, 1.54697)
C (-1.03708, -0.03088, 2.74350)
C (-2.08149, -0.67873, 3.41638)
C (-3.36024, -0.74000, 2.85523)
C (-3.54362, -0.23738, 1.56176)
C (-2.51610, 0.44264, 0.89202)
H (-1.83072, 7.17772, 2.51506)
H (0.61275, 6.63609, 2.58816)
H (1.39063, 4.27912, 2.46191)
H (-2.71469, 2.95103, 2.10859)
H (-3.48750, 5.30302, 2.35623)
H (2.20865, 0.49003, -0.16176)
H (4.38916, -0.27260, 0.74957)
H (5.01683, 0.21628, 3.12087)
H (3.40242, 1.43183, 4.58836)
H (1.22344, 2.19253, 3.70275)
H (-0.03261, -0.04793, 3.17748)
H (-1.89377, -1.12538, 4.39163)
H (-4.18783, -1.19120, 3.40886)
H (-4.51271, -0.35140, 1.07796)
H (-2.67016, 0.82658, -0.12019)


Question: Which value of total energy does entry 1 give?
Answer: -12396.0565 eV